## one
Computed, not measured: a single C2H6N4O2 molecule, with the ωB97M-V functional and the def2-TZVPD basis.

Geometry (Å):
C 1.005 0.391 -0.743
C -0.196 -0.917 0.880
H -1.881 0.282 -1.723
H -1.805 1.045 -0.512
H 0.391 1.901 -2.205
H 2.460 1.848 -0.310
H 0.615 -2.669 1.863
H -0.779 -1.888 2.793
N -1.352 1.069 -1.355
N 0.018 1.001 -1.545
N 2.092 0.823 -0.160
N -0.178 -2.040 1.822
O 0.654 -0.838 -0.051
O -1.044 -0.010 1.245

Summary:
SMILES string ... [H]/N=C(\NN)OC(N)=O
Total charge ... 0
Multiplicity ... 1

---

## two
Computed, not measured: a single C2H6N4O2 molecule, with the ωB97M-V functional and the def2-TZVPD basis.

Geometry (Å):
C -0.070 1.624 -0.068
C -1.178 0.830 0.061
N 1.024 1.132 -0.621
N 0.021 -1.247 -0.038
N -1.115 -0.490 -0.305
N 1.109 -0.669 0.431
O -2.252 -1.253 -0.096
O 2.206 -1.351 -0.074
H -0.119 2.628 0.355
H -2.116 1.171 0.464
H 1.859 1.688 -0.441
H 0.169 -1.967 -0.752
H -2.513 -1.238 0.842
H 2.975 -0.858 0.243

Summary:
Total charge ... 0
Multiplicity ... 1

---

Which of them is least stable? Easy: two.

---

## one
Computed, not measured: a molecular structure, C4H8N3, with the ωB97M-V functional and the def2-TZVPD basis.

Geometry (Å):
C -1.224 0.791 0.465
C -1.326 -1.058 -0.162
C -0.169 -0.218 0.211
C 2.472 0.305 -0.417
N 1.243 -0.674 1.101
N 2.299 -0.217 0.835
N -2.300 -0.054 0.077
H -1.264 1.306 1.488
H -1.173 1.695 -0.150
H -1.519 -1.696 -1.021
H -1.170 -1.866 0.632
H 2.389 1.490 -0.572
H 1.525 0.073 -0.979
H 3.279 -0.061 -0.958
H -3.064 0.185 -0.552

Summary:
Total charge ... +1
Multiplicity ... 1

---

## two
Computed, not measured: a gas-phase ion, C4H8N3 (charge +1), with the ωB97M-V functional and the def2-TZVPD basis.

Geometry (Å):
C 0.489 0.642 1.226
C -1.391 -0.144 0.597
C -0.844 -0.753 -0.678
C 0.892 0.693 -0.260
N -0.571 0.187 1.677
N 1.817 0.626 0.885
N 0.583 -0.543 -0.827
H -1.819 0.892 0.264
H -2.244 -0.648 0.988
H -1.104 -1.799 -0.597
H -1.390 -0.206 -1.419
H 1.047 1.632 -0.806
H 2.456 1.348 1.153
H 1.186 -1.242 -0.367
H 0.893 -0.685 -1.835

Summary:
SMILES string ... C1C[NH2+][C@@H]2NC2=N1
Total charge ... +1
Multiplicity ... 1

---

Which of them is least stable? Easy: one.

---

## one
Computed, not measured: a gas-phase ion, C6H14N4 (charge +2), with the ωB97M-V functional and the def2-TZVPD basis.

Geometry (Å):
C -0.824 -0.261 -0.123
C -1.367 0.985 -0.041
C 0.937 -0.585 -0.100
C 2.992 0.574 0.654
C -2.881 1.168 0.256
C 1.250 -1.953 -0.255
N 1.767 0.286 0.230
N 3.947 1.117 0.004
N -0.633 2.045 -0.266
N -1.630 -1.527 -0.011
H 3.161 0.336 1.735
H -3.373 1.027 -0.678
H -3.133 2.202 0.558
H -3.319 0.429 0.983
H 2.384 -2.145 -0.134
H 0.989 -2.196 -1.385
H 0.766 -2.753 0.307
H 3.750 1.403 -0.931
H 4.773 1.068 0.605
H -1.160 2.913 -0.198
H 0.305 1.925 0.100
H -1.910 -1.810 -0.934
H -2.503 -1.248 0.572
H -1.205 -2.248 0.569

Summary:
SMILES string ... CC(=[NH2+])/C([NH3+])=C(C)\N=C\N
Total charge ... +2
Multiplicity ... 1

---

## two
Computed, not measured: a gas-phase ion, C6H14N4 (charge +2), with the ωB97M-V functional and the def2-TZVPD basis.

Geometry (Å):
C 0.890 1.463 -0.112
C -0.039 1.493 0.866
C 0.823 0.576 -1.220
C -1.094 0.550 1.098
C 1.761 0.459 -2.177
C -0.903 -0.825 1.058
N 0.208 -1.629 0.697
N -1.832 -1.757 1.606
N 2.982 1.349 -2.341
N -3.149 -1.371 1.717
H 1.649 2.158 0.015
H -0.097 2.245 1.704
H 0.020 -0.061 -1.528
H -1.950 1.108 1.368
H 1.785 -0.316 -3.011
H 0.794 -2.059 1.395
H 0.812 -1.137 0.058
H -1.501 -2.690 1.544
H 3.643 0.616 -2.662
H 3.142 1.706 -1.465
H 2.598 1.902 -3.069
H -3.755 -1.058 0.860
H -3.443 -0.554 2.326
H -3.876 -1.987 2.117

Summary:
SMILES string ... N\C(=C/C=C\C=C/[NH3+])N[NH3+]
Total charge ... +2
Multiplicity ... 1

---

Which of them is least stable? Easy: two.

---

## one
Computed, not measured: a molecular structure, C9H7NO, with the ωB97M-V functional and the def2-TZVPD basis.

Geometry (Å):
C 2.136 1.396 -0.901
C 1.296 0.388 -0.114
C 1.808 -0.778 0.471
C -0.410 -0.980 0.682
C -1.738 -1.340 0.984
C -2.759 -0.501 0.568
C -2.440 0.666 -0.191
C -1.287 1.021 -0.441
C -0.106 0.260 -0.056
H 2.259 2.418 -0.285
H 2.792 -1.200 0.782
H 0.840 -2.501 1.494
H -1.789 -2.143 1.529
H -3.922 -0.912 0.547
H -3.280 1.650 -0.748
H -1.082 1.898 -0.853
N 0.712 -1.525 1.008
O 2.526 1.335 -1.942

Summary:
Total charge ... 0
Multiplicity ... 1

---

## two
Computed, not measured: a single C9H7NO molecule, with the ωB97M-V functional and the def2-TZVPD basis.

Geometry (Å):
C -2.320 -0.032 1.416
C -1.731 0.468 2.537
C -0.383 0.651 2.475
C -0.155 0.111 0.333
C -1.598 -0.350 0.243
C 0.673 -0.095 -0.822
C 2.006 -0.366 -0.919
C 2.395 -0.440 -2.288
C 1.146 -0.278 -2.983
H -3.487 -0.270 1.411
H -2.253 0.713 3.465
H 0.101 1.219 3.432
H -1.846 -0.779 -0.657
H 2.758 -0.275 -0.107
H 3.202 -0.467 -3.063
H 0.965 -0.223 -3.862
N 0.398 0.499 1.446
O 0.129 -0.087 -2.056

Summary:
SMILES string ... c1ccc(-c2ccco2)nc1
Total charge ... 0
Multiplicity ... 1

---

Which of them is least stable? Easy: one.

---

## one
Computed, not measured: a gas-phase ion, C6H10NO2 (charge +1), with the ωB97M-V functional and the def2-TZVPD basis.

Geometry (Å):
C -0.496 -0.478 -0.484
C -1.490 -0.238 0.621
C 1.615 0.712 -1.211
C 1.862 -0.774 -0.991
C -2.746 0.060 0.265
C 0.887 -0.103 -0.121
N 1.378 0.368 1.224
O -0.833 -0.991 -1.502
O -3.694 0.358 1.100
H -1.207 -0.389 1.660
H 0.857 0.976 1.822
H 2.202 1.470 -0.807
H 1.041 1.139 -2.007
H 1.433 -1.478 -1.732
H 2.805 -1.119 -0.650
H -2.929 -0.090 -0.823
H 2.349 0.562 1.173
H 1.522 -0.503 1.777
H -4.554 0.516 0.685

Summary:
SMILES string ... [NH3+]C1(C(=O)/C=C/O)CC1
Total charge ... +1
Multiplicity ... 1

---

## two
Computed, not measured: a gas-phase ion, C6H10NO2 (charge +1), with the ωB97M-V functional and the def2-TZVPD basis.

Geometry (Å):
C 0.787 -1.999 -0.351
C 1.908 -1.194 0.074
C -0.502 -1.617 -0.063
C 2.133 0.073 0.110
C -0.986 -0.260 0.376
C -0.779 2.082 -0.299
N -0.474 0.720 -0.571
O 2.275 1.312 0.499
O -2.420 -0.270 0.389
H 0.951 -2.915 -0.798
H 2.753 -1.799 0.424
H -1.392 -2.219 -0.146
H -0.573 0.084 1.376
H -1.781 2.164 -0.032
H -0.075 2.419 0.579
H -0.437 2.709 -1.159
H -0.626 0.357 -1.539
H 1.940 1.261 1.428
H -2.702 -0.908 -0.296

Summary:
Total charge ... +1
Multiplicity ... 1

---

## three
Computed, not measured: a gas-phase ion, C6H10NO2 (charge +1), with the ωB97M-V functional and the def2-TZVPD basis.

Geometry (Å):
C -0.488 0.780 -0.399
C -1.709 0.788 0.171
C 0.461 1.966 -0.287
C 3.485 -0.075 0.392
C 1.927 0.288 0.250
C -0.591 -1.639 -0.475
N 0.189 -0.397 -0.771
O 1.786 1.433 -0.397
O 4.048 -1.040 0.038
H -2.246 -0.111 0.217
H -2.096 1.676 0.572
H 0.225 2.610 -1.098
H 0.130 2.482 0.648
H 3.847 0.790 0.956
H 1.278 0.206 1.241
H -1.193 -1.736 -1.380
H 0.128 -2.406 -0.406
H -1.245 -1.572 0.389
H 0.668 -0.526 -1.721

Summary:
Total charge ... +1
Multiplicity ... 1

---

Which of them is least stable? Easy: two.

---

## one
Computed, not measured: a molecular structure, C3H5N3S, with the ωB97M-V functional and the def2-TZVPD basis.

Geometry (Å):
C 2.140 -0.988 -0.508
C -0.870 1.401 0.696
C -2.289 0.020 0.440
H 3.112 -0.699 -1.280
H 2.266 -0.848 0.564
H 1.811 -2.076 -0.692
H -0.322 2.276 0.713
H -3.370 -0.484 0.158
N -0.357 0.323 -0.029
N -2.201 1.238 0.939
N -1.166 -0.732 -0.115
S 1.245 0.570 -0.887

Summary:
Total charge ... 0
Multiplicity ... 1

---

## two
Computed, not measured: a single C3H5N3S molecule, with the ωB97M-V functional and the def2-TZVPD basis.

Geometry (Å):
C 0.619 0.761 0.022
C 0.501 -1.440 0.011
C -0.280 -0.326 0.036
H 0.874 2.851 -0.047
H -0.745 2.275 0.140
H 2.528 -1.577 -0.337
H 0.297 -2.483 -0.163
H -2.291 -0.909 1.040
N 0.258 2.070 0.003
N 1.866 0.320 -0.018
N 1.799 -1.019 0.061
S -2.073 -0.232 -0.086

Summary:
SMILES string ... Nc1n[nH]cc1S
Total charge ... 0
Multiplicity ... 1

---

Which of them is least stable? Easy: one.

---

## one
Computed, not measured: 2 unconnected molecules or ions with the total composition C3H8BrN2O, with the ωB97M-V functional and the def2-TZVPD basis.

Geometry (Å):
C 0.220 0.572 -0.065
C -1.573 -0.417 1.366
C -1.189 0.134 0.023
N 3.733 0.534 -1.055
N 1.002 0.244 -1.004
O -1.363 -0.728 -1.090
Br 4.737 0.081 0.237
H -1.347 0.169 2.215
H -2.666 -0.439 1.162
H -1.117 -1.419 1.496
H -1.861 1.082 -0.177
H 0.634 1.302 0.598
H 0.736 -0.289 -1.840
H 2.091 0.444 -1.006
H -2.038 -1.269 -0.861

Summary:
Total charge ... +1
Multiplicity ... 1

---

## two
Computed, not measured: a molecular structure, C3H8BrN2O, with the ωB97M-V functional and the def2-TZVPD basis.

Geometry (Å):
C -0.256 0.114 -0.145
C 1.272 -0.491 1.833
C 1.069 -0.345 0.289
N -0.204 1.013 -2.243
N -1.425 -0.105 0.304
O -1.462 1.395 -2.352
Br 0.837 -2.154 -0.661
H 1.572 0.447 2.261
H 1.801 -1.349 2.075
H 0.346 -0.809 2.371
H 1.810 0.219 -0.253
H -0.085 0.044 -2.616
H -1.435 -0.594 1.272
H -2.441 0.323 0.032
H -1.398 2.292 -2.168

Summary:
Total charge ... +1
Multiplicity ... 1

---

Which of them is least stable? Easy: two.